{"formula": "C4H8O2", "method": "ωB97M-V/def2-TZVPD", "elements": ["O", "C", "C", "C", "C", "O", "H", "H", "H", "H", "H", "H", "H", "H"], "xyz": [[1.6775, 1.3111, -1.7718], [1.4252, -0.7925, 0.4603], [0.4338, -1.6858, 0.4472], [-0.8783, 1.0032, -0.3322], [-2.1503, 0.3914, 0.1422], [-1.3642, 1.4453, 0.7724], [2.0374, 1.9749, -1.1721], [1.8685, -0.4139, -0.4606], [1.8021, -0.3939, 1.4035], [0.0565, -2.0828, -0.4963], [-0.0118, -2.0553, 1.3705], [0.7578, 1.2207, -1.4633], [-2.1420, -0.5478, 0.6859], [-3.0862, 0.7375, -0.2851]], "forces_ev_per_angstrom": [[0.1, 0.3, -0.1], [-0.3, -0.3, 0.1], [0.4, 0.2, 0.0], [-0.3, 0.1, 0.2], [-0.3, -0.2, 0.0], [0.2, 0.1, -0.1], [0.1, 0.0, -0.1], [-0.1, -0.2, 0.3], [-0.1, -0.1, -0.2], [0.0, 0.0, 0.3], [0.0, 0.0, -0.2], [0.0, 0.0, 0.0], [0.0, 0.2, -0.1], [0.1, -0.1, 0.1]], "homo_energy_ev": -9.89, "homo_lumo_gap_ev": 10.31, "lumo_ev": 0.4173}

=====

{"formula": "C4H8O2S", "method": "ωB97M-V/def2-TZVPD", "elements": ["C", "C", "C", "C", "O", "O", "S", "H", "H", "H", "H", "H", "H", "H", "H"], "xyz": [[-2.1847, 1.1600, -0.3563], [0.7956, -0.6987, 0.9757], [1.0138, -1.4524, -0.4265], [0.4610, 0.7376, 0.7303], [-0.0574, 1.6271, -1.7490], [-0.0825, -1.1603, -1.1715], [-0.5976, 0.7363, -0.7790], [-2.5277, 1.6590, -1.2826], [-2.7131, 0.5653, 0.3789], [0.0111, -1.2135, 1.4408], [1.7123, -0.7986, 1.6219], [1.9557, -1.2604, -1.0931], [0.9851, -2.5109, -0.1438], [-0.0962, 1.4562, 1.4686], [1.3247, 1.1533, 0.3855]], "forces_ev_per_angstrom": [[2.7, -0.6, -1.6], [2.6, -0.3, -0.1], [1.3, 0.6, 0.6], [-3.0, -0.3, 0.6], [0.8, 0.3, -1.5], [-2.1, 2.6, -0.6], [-2.0, -1.0, 2.5], [-0.6, -0.5, 0.9], [-0.2, 0.1, -0.4], [-1.2, -0.8, 0.7], [-0.8, 0.1, -0.6], [-1.0, 0.0, 1.8], [0.2, 0.0, -0.3], [1.1, -1.9, -1.2], [2.3, 1.8, -0.9]], "homo_energy_ev": [-8.73, -8.73], "homo_lumo_gap_ev": [8.84, 8.84], "lumo_ev": [0.1160, 0.1162]}

=====

{"formula": "C4H8O2S", "method": "ωB97M-V/def2-TZVPD", "elements": ["C", "C", "C", "C", "H", "H", "H", "H", "H", "H", "H", "H", "O", "O", "S"], "xyz": [[0.6579, 0.9209, -1.6468], [0.7843, 1.3011, -0.1576], [0.0132, 0.3451, 0.7168], [-1.4397, 0.5183, 0.4956], [0.8117, -1.0308, -1.2506], [-0.3735, 0.6156, -1.9331], [0.9081, 1.7054, -2.5234], [0.4146, 2.4028, 0.0588], [1.8466, 1.3851, -0.0127], [0.1349, 0.5686, 1.7740], [-0.5854, -2.0837, 1.3891], [-1.9544, 0.6184, -0.6180], [1.2056, -0.3581, -1.9343], [-2.1720, 0.4927, 1.5925], [0.4021, -1.4857, 0.5876]], "forces_ev_per_angstrom": [[-2.2, -0.1, -2.4], [0.0, 2.1, -1.6], [-0.1, -0.3, 0.8], [-5.4, -0.4, 3.8], [0.9, 1.6, -2.2], [-0.3, 1.5, 0.6], [0.2, -1.7, 2.5], [0.3, -2.2, -0.5], [0.5, -0.4, 0.7], [0.2, 0.1, -0.1], [0.8, 1.1, -0.8], [1.3, -0.2, 2.9], [1.1, -1.3, 1.4], [3.0, 0.3, -5.9], [-0.5, -0.3, 0.9]], "homo_energy_ev": -9.95, "homo_lumo_gap_ev": 9.88, "lumo_ev": -0.0707}

=====

{"formula": "C4H8O2S", "method": "ωB97M-V/def2-TZVPD", "elements": ["C", "C", "C", "C", "H", "H", "H", "H", "H", "H", "H", "H", "O", "O", "S"], "xyz": [[-1.2232, -1.6482, -0.6234], [-0.8153, 0.3759, 0.6172], [-1.7615, 1.3040, -0.1758], [0.6565, 0.7099, 0.1172], [-1.1894, -2.7213, -0.2859], [-0.2812, -1.3986, -1.2695], [-2.1939, -1.4032, -1.1218], [-0.9309, 0.6678, 1.7028], [-1.3871, 2.3092, -0.1497], [-1.7268, 1.0881, -1.2150], [-2.8493, 1.2074, 0.0850], [2.7641, 0.1280, -0.3595], [-1.0537, -0.9782, 0.6255], [0.9261, 1.7866, -0.3448], [1.7297, -0.6747, 0.0473]], "forces_ev_per_angstrom": [[1.4, -0.3, -0.2], [0.3, 1.9, 0.8], [-0.9, -1.0, 0.3], [-1.7, 0.3, -0.3], [-0.1, 1.0, -0.9], [-2.1, -0.7, 0.6], [0.8, -0.1, 0.3], [0.6, -0.2, -1.0], [-0.1, 0.5, 0.6], [0.2, -0.5, -1.1], [1.1, 0.2, 0.3], [-0.5, -0.5, 0.2], [-0.5, -0.7, -0.1], [0.4, 0.0, 0.4], [1.2, 0.2, 0.2]], "homo_energy_ev": -9.47, "homo_lumo_gap_ev": 10.16, "lumo_ev": 0.6942}

=====

{"formula": "C4H8O2S", "method": "ωB97M-V/def2-TZVPD", "elements": ["C", "C", "C", "C", "O", "O", "S", "H", "H", "H", "H", "H", "H", "H", "H"], "xyz": [[-0.9397, -0.8927, 0.5486], [-2.4394, -0.9379, 0.8512], [2.2903, 1.9117, -0.2224], [1.7109, 0.7124, -0.9921], [-0.1932, -0.1239, 1.0601], [0.7297, 0.7206, -1.6911], [-0.6814, -2.2262, -0.5654], [-2.8349, -1.9236, 0.6358], [-2.9189, -0.2378, 0.1914], [-2.6329, -0.5820, 1.8547], [1.3640, 2.2962, 0.3627], [3.2032, 1.5605, 0.4198], [2.8580, 2.6149, -0.9669], [-1.9594, -2.7423, -0.4772], [2.4437, -0.1499, -1.0092]], "forces_ev_per_angstrom": [[-2.8, -1.0, 0.6], [0.2, 0.8, 0.5], [0.6, -0.2, 0.4], [1.8, 0.3, -0.9], [1.1, 0.3, -0.2], [0.2, 0.1, 0.7], [0.8, -0.9, -0.9], [-0.4, 0.3, 0.7], [-0.3, 0.4, -0.5], [0.0, -0.2, 0.3], [2.1, 0.1, -0.8], [-2.1, 0.5, -0.6], [-1.8, -0.9, 1.2], [1.4, 0.4, -0.3], [-0.8, 0.1, 0.1]], "homo_energy_ev": -9.57, "homo_lumo_gap_ev": 10.14, "lumo_ev": 0.5665}

=====

{"formula": "C4H8O2S", "method": "ωB97M-V/def2-TZVPD", "elements": ["C", "C", "C", "C", "O", "O", "S", "H", "H", "H", "H", "H", "H", "H", "H"], "xyz": [[0.8844, -0.4511, -1.8642], [1.3613, -0.6237, 2.5572], [0.3248, -0.4919, 3.2745], [-0.7193, 1.5612, -1.4052], [2.1988, -0.6908, 1.7906], [-1.8670, -0.5342, -0.7647], [-0.6694, -0.1730, -2.0377], [1.1198, -1.4342, -2.3864], [1.6408, -0.0319, -1.2367], [-0.5926, -0.6267, 2.8057], [-2.0777, -1.5065, -1.0453], [0.3939, -0.3826, 4.3181], [-1.7214, 1.7053, -0.9712], [0.1579, 1.5649, -0.7570], [-0.4344, 2.1154, -2.2777]], "forces_ev_per_angstrom": [[0.7, -2.9, -1.6], [0.1, 0.1, -0.8], [-0.9, 0.1, 1.8], [0.1, -1.5, -0.6], [2.2, -0.3, -1.4], [-0.1, -3.2, -1.2], [-0.9, 1.9, 1.0], [0.1, 1.4, 0.7], [-0.1, 0.3, 0.6], [-1.5, -0.2, -0.7], [0.2, 2.5, 1.1], [0.0, 0.2, 1.0], [0.8, 0.4, -0.2], [-0.6, 0.3, 0.5], [-0.4, 0.8, -0.3]], "homo_energy_ev": -8.61, "homo_lumo_gap_ev": 9.30, "lumo_ev": 0.6901}

=====

{"formula": "C4H8O2S", "method": "ωB97M-V/def2-TZVPD", "elements": ["C", "C", "C", "C", "H", "H", "H", "H", "H", "H", "H", "H", "O", "O", "S"], "xyz": [[1.6750, 0.0498, 1.0885], [-0.0646, -1.0791, -0.1809], [0.9915, -1.4162, -1.2839], [-0.8064, 0.2004, -0.6872], [1.7451, 0.9098, 2.0324], [1.4621, 0.5971, -0.0499], [2.7664, -0.4534, 1.0684], [-0.6832, -2.0502, 0.1809], [0.4100, -1.8872, -2.2375], [1.4782, -0.3511, -1.3560], [1.8737, -2.1596, -0.9021], [-1.6978, 2.0051, 0.1752], [0.5400, -0.7572, 1.1235], [-1.2744, 0.2362, -1.7660], [-0.7657, 1.3143, 0.7881]], "forces_ev_per_angstrom": [[2.0, 3.1, -1.7], [0.7, -2.5, 1.4], [0.8, -0.6, 0.2], [0.7, -2.3, 3.0], [-0.6, -2.6, -2.8], [1.9, -0.4, 3.8], [-2.7, 0.6, 0.0], [0.8, 2.6, -1.4], [1.7, 1.6, 2.2], [-0.6, -2.5, -1.3], [-2.4, 1.7, -0.9], [-0.6, 1.0, -0.2], [0.2, -0.9, 0.0], [-0.7, 1.2, -0.8], [-1.3, 0.1, -1.3]], "homo_energy_ev": -9.52, "homo_lumo_gap_ev": 10.04, "lumo_ev": 0.5214}

=====

{"formula": "C4H8O2S", "method": "ωB97M-V/def2-TZVPD", "elements": ["C", "C", "C", "C", "H", "H", "H", "H", "H", "H", "H", "H", "O", "O", "S"], "xyz": [[-2.3549, -0.2752, -0.2791], [-0.1273, -0.5474, 0.3201], [0.5053, 0.8761, 0.4263], [2.3099, -0.1041, -0.4632], [-2.3231, 0.7990, -0.1940], [-2.6780, -0.7583, 0.6776], [-3.0670, -0.4200, -1.0948], [-0.5824, -0.8431, 1.2919], [0.8882, 0.9816, 1.4437], [-0.2474, 1.6925, 0.1020], [2.9963, 0.0997, 0.4164], [2.9490, -0.2531, -1.3307], [-1.0954, -0.6776, -0.6853], [1.4914, 1.0052, -0.5704], [1.3356, -1.5754, -0.0606]], "forces_ev_per_angstrom": [[-0.8, 0.5, 0.2], [0.3, 0.4, 0.3], [-2.1, 0.9, -1.3], [2.0, 0.4, 1.6], [-0.3, 0.7, 0.7], [0.1, 0.3, -0.7], [0.1, -0.6, 0.2], [0.4, 0.1, -0.4], [0.2, 0.4, 0.0], [1.0, -1.3, 1.2], [-0.4, -0.5, -0.8], [-0.4, 0.1, -0.2], [1.0, -0.9, -0.5], [-0.3, -0.3, -0.3], [-0.8, -0.1, 0.0]], "homo_energy_ev": -8.94, "homo_lumo_gap_ev": 9.79, "lumo_ev": 0.8478}

=====

Energy relative to the best compared isomer or geometry (same formula, charge and spin) across the listed records, respectively: 5.152; 4.962; 3.262; 1.486; 2.013; 4.361; 4.222; 1.899 eV.